No. 1
{"formula": "C19H16N5O5P", "method": "ωB97M-V/def2-TZVPD", "total_charge": 0, "orbital_gap_ev": 8.28, "smiles": "Nc1ncnc2c1c(-c1cccc(O)c1)nn2-c1cccc([P@](=O)(O)CC(=O)O)c1", "multiplicity": 1, "species": ["N", "C", "N", "C", "N", "C", "C", "C", "C", "C", "C", "C", "C", "O", "C", "N", "N", "C", "C", "C", "C", "C", "P", "O", "O", "C", "C", "O", "O", "C", "H", "H", "H", "H", "H", "H", "H", "H", "H", "H", "H", "H", "H", "H", "H", "H"], "positions_angstrom": [[3.423, 2.282, -2.470], [2.856, 2.481, -1.270], [3.035, 3.668, -0.701], [2.253, 3.991, 0.297], [1.361, 3.095, 0.741], [1.159, 1.932, 0.191], [2.005, 1.548, -0.756], [1.654, 0.206, -1.073], [2.409, -0.750, -1.955], [1.678, -1.766, -2.488], [2.241, -2.847, -3.198], [3.646, -2.925, -3.401], [4.393, -1.797, -2.889], [5.764, -1.770, -3.173], [3.757, -0.716, -2.267], [0.756, -0.198, -0.164], [0.319, 0.860, 0.551], [-0.787, 0.849, 1.453], [-1.007, 1.920, 2.388], [-2.064, 1.977, 3.342], [-2.881, 0.937, 3.411], [-2.791, -0.158, 2.513], [-3.808, -1.605, 2.784], [-4.704, -1.420, 3.976], [-2.803, -2.696, 3.251], [-4.914, -2.022, 1.403], [-4.816, -0.934, 0.436], [-4.365, -1.099, -0.713], [-5.414, 0.242, 0.855], [-1.787, -0.161, 1.572], [3.806, 3.149, -2.945], [2.832, 1.658, -3.113], [2.210, 4.990, 0.803], [0.573, -1.638, -2.694], [1.765, -3.640, -3.630], [4.139, -3.730, -3.910], [5.918, -2.212, -3.988], [4.483, -0.044, -1.807], [-0.289, 2.713, 2.426], [-2.026, 2.701, 4.063], [-3.588, 0.911, 4.281], [-2.927, -2.711, 4.208], [-5.923, -2.083, 1.716], [-4.580, -2.972, 0.952], [-5.261, 0.834, 0.061], [-1.696, -1.051, 0.934]], "forces_ev_per_a": [[0.120, -0.059, -3.369], [0.369, 1.817, -0.556], [1.085, 1.126, -0.924], [-1.752, -2.075, 0.974], [-2.107, 2.973, 2.509], [-0.386, 0.949, 2.585], [0.016, -2.543, -2.093], [0.765, -0.847, 1.361], [-0.877, 0.465, 0.648], [-2.625, -1.897, -2.658], [3.595, 1.889, 0.856], [-0.947, 2.903, 1.907], [-0.548, -1.602, -2.107], [-1.112, 1.233, 1.852], [2.370, -0.811, 1.247], [-0.531, -0.996, -1.893], [1.053, 1.326, -0.236], [-1.859, 1.146, 2.291], [0.560, -0.477, -0.765], [3.147, -1.044, -3.163], [-3.029, -2.443, 1.473], [0.410, 1.199, 0.065], [-2.999, 1.807, 3.569], [0.284, 0.495, -0.711], [1.545, -1.757, -1.069], [2.259, -0.988, -0.409], [-0.194, 0.598, -3.933], [-0.875, 1.083, 2.889], [1.316, -0.660, -1.952], [1.625, -0.877, -1.633], [-0.728, -1.584, 1.013], [1.624, 1.311, 1.283], [0.616, -1.055, -0.694], [1.185, -0.295, 1.240], [-2.110, -1.581, -0.837], [0.057, -0.293, -0.135], [0.118, -0.689, -0.973], [-0.536, 0.353, -0.244], [0.324, 0.308, -0.194], [-0.160, 1.921, 1.509], [0.366, -0.301, -1.184], [-0.052, -0.229, 0.228], [-0.818, -0.153, 1.017], [-0.265, 0.492, -0.082], [-0.351, -0.561, 1.229], [0.054, 0.424, 0.068]], "mulliken_charge": [-0.468, 0.636, -0.737, -0.247, -0.550, -0.184, 0.681, -0.371, 0.717, -0.444, -0.704, -0.646, 0.425, -0.525, -0.296, -0.928, 0.731, -0.023, -0.178, -1.250, -0.305, 0.195, 1.040, -0.824, -0.565, -0.598, 0.477, -0.590, -0.423, 0.035, 0.290, 0.288, 0.373, 0.268, 0.470, 0.409, 0.303, 0.323, 0.384, 0.459, 0.377, 0.353, 0.411, 0.386, 0.358, 0.469]}

No. 2
{"formula": "C19H17BaNO3", "method": "ωB97M-V/def2-TZVPD", "total_charge": 0, "orbital_gap_ev": 7.14, "multiplicity": 1, "species": ["Ba", "C", "C", "C", "C", "C", "C", "C", "C", "C", "C", "C", "C", "C", "C", "C", "N", "H", "H", "H", "H", "H", "H", "H", "H", "H", "H", "C", "C", "C", "O", "C", "O", "O", "H", "H", "H", "H", "H", "H", "H"], "positions_angstrom": [[0.240, 1.376, -0.965], [3.964, -1.915, -0.991], [3.308, -3.142, -0.978], [1.924, -3.179, -0.982], [1.177, -1.990, -1.001], [1.806, -0.716, -1.020], [3.213, -0.744, -1.009], [-0.325, -2.080, -0.995], [-0.997, -3.345, -1.010], [-2.349, -3.408, -0.999], [-3.124, -2.221, -0.978], [-4.536, -2.214, -0.977], [-5.227, -1.035, -0.968], [-4.523, 0.189, -0.960], [-3.156, 0.204, -0.957], [-2.418, -1.012, -0.966], [-1.045, -0.962, -0.966], [5.049, -1.883, -0.983], [3.871, -4.068, -0.960], [1.456, -4.157, -0.962], [3.765, 0.198, -1.013], [-0.427, -4.260, -1.033], [-2.852, -4.369, -1.009], [-5.063, -3.162, -0.985], [-6.309, -1.035, -0.969], [-5.071, 1.122, -0.957], [-2.630, 1.156, -0.956], [1.186, 3.757, 3.204], [1.333, 3.180, 1.819], [2.781, 2.879, 1.477], [0.655, 1.882, 1.753], [0.711, 4.095, 0.743], [0.483, 5.260, 0.978], [0.477, 3.439, -0.370], [1.589, 3.056, 3.937], [0.137, 3.961, 3.433], [1.716, 4.705, 3.275], [3.156, 2.085, 2.123], [3.385, 3.774, 1.624], [2.903, 2.561, 0.440], [-0.232, 2.018, 2.108]], "forces_ev_per_a": [[-0.565, -1.965, -1.441], [-0.122, -0.053, 0.009], [0.011, 0.066, -0.001], [0.017, 0.034, 0.022], [-0.085, 0.053, -0.017], [0.534, -0.832, 0.037], [-0.132, -0.110, -0.024], [0.004, 0.141, 0.051], [0.152, 0.043, -0.019], [-0.160, -0.042, 0.002], [-0.064, -0.204, -0.011], [-0.023, -0.050, 0.000], [0.038, 0.086, 0.000], [-0.032, -0.072, 0.013], [0.156, -0.141, -0.013], [0.306, 0.236, 0.002], [-0.303, -0.781, 0.038], [-0.053, 0.017, -0.001], [-0.008, 0.032, -0.004], [0.023, 0.082, -0.004], [-0.031, -0.062, -0.004], [-0.017, 0.029, -0.003], [-0.002, 0.033, -0.001], [0.018, 0.026, 0.000], [0.026, 0.015, 0.000], [-0.002, -0.002, 0.000], [-0.122, -0.093, 0.018], [-0.021, 0.023, 0.194], [-0.012, -0.379, -0.021], [0.124, 0.048, 0.041], [-0.070, 0.294, 0.002], [-0.092, -0.407, -0.573], [-0.018, 0.182, -0.075], [0.537, 3.802, 1.597], [-0.001, 0.033, 0.020], [0.036, -0.024, -0.008], [-0.019, -0.024, -0.017], [-0.005, 0.034, 0.027], [0.011, -0.004, -0.023], [-0.070, -0.012, 0.008], [0.034, -0.052, 0.176]], "mulliken_charge": [1.859, -0.694, -0.721, -0.613, 1.304, -0.759, -0.407, 0.609, -0.515, -0.964, 1.426, -0.784, -0.570, -0.843, -0.576, 0.708, -0.539, 0.368, 0.376, 0.203, 0.290, 0.294, 0.407, 0.389, 0.385, 0.412, -0.032, -1.682, 1.445, -1.529, -0.579, 0.219, -0.634, -0.833, 0.435, 0.402, 0.345, 0.404, 0.417, 0.215, 0.362]}

In order of appearance, relative energy (zero: lowest compared OMol25 entry of this formula, charge and spin) = 2.067 0.393 eV.
In order of appearance, E_tot = -46939.07516 -28305.88004 eV.